This record from OMol25 describes one molecule with the formula C21H27ClN2O5. The level of theory is ωB97M-V/def2-TZVPD.

Summary:
ΔE to the lowest compared entry with this formula, charge and spin = 179.0 kJ/mol
Structure (SMILES) = COc1c(C)cc(C(=O)NCCCOCCNC(=O)C#C[C@H]2CCOC2)cc1Cl
Total charge = 0
LUMO = 0.6 eV
Molecular weight = 422.91 Da
HOMO level = -9.24 eV

The geometry in XYZ format:
```
56
Properties=species:S:1:pos:R:3:forces:R:3:nbo_charge:R:1
C -6.1900 3.0284 0.2436 0.0005 -0.0004 0.0007 -0.25
O -5.9123 1.6673 -0.0816 -0.0006 -0.0002 -0.0012 -0.53
C -4.6630 1.2574 0.2910 0.0023 -0.0012 0.0022 0.34
C -3.6263 1.2771 -0.6447 0.0019 -0.0019 -0.0020 -0.06
C -3.8803 1.7642 -2.0434 0.0049 0.0034 -0.0022 -0.64
C -2.3737 0.8248 -0.2578 -0.0039 0.0006 -0.0026 -0.12
C -2.1419 0.3369 1.0228 0.0026 0.0044 -0.0015 -0.15
C -0.7610 -0.1451 1.3548 -0.0021 -0.0048 0.0015 0.66
O 0.2271 0.3007 0.7905 0.0004 0.0026 -0.0004 -0.64
N -0.6791 -1.1016 2.3135 0.0021 -0.0049 -0.0077 -0.60
C 0.5965 -1.6930 2.6823 0.0018 -0.0002 -0.0008 -0.22
C 1.0681 -2.7470 1.6867 0.0035 0.0051 -0.0047 -0.43
C 2.4005 -3.3573 2.0779 -0.0001 -0.0008 0.0070 -0.05
O 3.3564 -2.3211 2.2016 -0.0018 -0.0043 -0.0036 -0.56
C 4.6682 -2.6600 1.7979 0.0015 0.0024 0.0008 -0.07
C 5.4363 -1.3587 1.6446 0.0167 0.0096 -0.0022 -0.24
N 4.7338 -0.4449 0.7637 -0.0363 -0.0239 0.0103 -0.59
C 4.7205 -0.6726 -0.5818 0.0390 0.0432 -0.0063 0.61
O 5.5251 -1.3774 -1.1583 -0.0181 -0.0230 0.0058 -0.60
C 3.6148 0.0126 -1.2451 -0.0014 -0.0254 -0.0219 -0.18
C 2.5997 0.5019 -1.6579 0.0087 0.0318 0.0283 0.17
C 1.3365 1.0631 -2.1067 -0.0209 -0.0164 -0.0092 -0.37
C 1.4164 2.0484 -3.2783 0.0019 0.0051 -0.0060 -0.42
C -0.0098 2.0006 -3.8364 -0.0042 -0.0020 0.0007 -0.07
O -0.6094 0.7911 -3.3515 -0.0004 0.0034 0.0069 -0.54
C 0.3813 0.0208 -2.6871 0.0064 0.0076 -0.0037 -0.05
C -3.1773 0.3154 1.9472 -0.0017 -0.0006 0.0016 -0.21
C -4.4285 0.7759 1.5751 -0.0020 0.0008 0.0009 -0.10
Cl -5.7235 0.7428 2.7285 0.0010 -0.0005 -0.0012 0.01
H -7.1954 3.2330 -0.1147 0.0000 0.0000 -0.0001 0.20
H -6.1474 3.1887 1.3225 -0.0002 0.0006 -0.0004 0.18
H -5.4816 3.6974 -0.2516 -0.0002 0.0001 -0.0001 0.17
H -3.0232 1.5433 -2.6777 0.0017 -0.0017 0.0001 0.24
H -4.7668 1.2885 -2.4623 0.0003 -0.0006 -0.0003 0.23
H -4.0572 2.8417 -2.0612 -0.0005 -0.0005 0.0012 0.22
H -1.5617 0.8447 -0.9727 -0.0018 -0.0038 -0.0026 0.22
H -1.5251 -1.5681 2.5907 -0.0006 0.0054 0.0046 0.40
H 1.3310 -0.8924 2.7407 0.0011 -0.0008 0.0028 0.23
H 0.4924 -2.1250 3.6797 -0.0019 -0.0001 0.0001 0.20
H 0.3230 -3.5443 1.6081 0.0005 -0.0015 0.0018 0.20
H 1.1646 -2.2793 0.7041 -0.0013 0.0000 0.0003 0.22
H 2.3202 -3.9025 3.0279 0.0007 -0.0005 -0.0004 0.16
H 2.7167 -4.0726 1.3114 -0.0025 -0.0003 -0.0018 0.18
H 5.1576 -3.3091 2.5347 -0.0004 0.0016 0.0014 0.17
H 4.6415 -3.1843 0.8360 0.0002 -0.0003 0.0001 0.18
H 5.5524 -0.8737 2.6137 0.0024 0.0027 -0.0014 0.21
H 6.4243 -1.5582 1.2337 -0.0003 -0.0005 -0.0009 0.23
H 3.8892 -0.0362 1.1332 -0.0036 -0.0059 0.0000 0.41
H 0.8450 1.5270 -1.2479 0.0068 0.0010 0.0035 0.26
H 1.7140 3.0488 -2.9697 0.0013 -0.0008 0.0015 0.22
H 2.1378 1.6863 -4.0114 0.0006 0.0000 0.0014 0.21
H -0.6172 2.8366 -3.4824 -0.0005 0.0005 -0.0010 0.18
H -0.0231 2.0023 -4.9282 -0.0032 -0.0005 -0.0001 0.18
H 0.9108 -0.6338 -3.3893 -0.0007 -0.0023 0.0017 0.17
H -0.1003 -0.5870 -1.9223 -0.0022 -0.0011 -0.0002 0.20
H -3.0269 -0.0226 2.9639 0.0028 -0.0003 -0.0006 0.23
```
Forces are in eV/Å.